Entry 1:
This record from the Open Molecules 2025 dataset describes an isolated ion of composition C3H6N and charge +1. The level of theory is ωB97M-V/def2-TZVPD.

```
10
Properties=species:S:1:pos:R:3:forces:R:3:nbo_charge:R:1
H -2.062 0.060 1.230 -0.56 -0.14 -1.69 0.32
C 2.083 0.059 0.091 -3.31 0.42 2.08 -0.34
H 2.230 -0.964 0.033 1.22 -1.87 0.22 0.24
H 2.305 0.533 -0.771 1.43 1.51 -2.71 0.24
C -2.011 0.048 0.082 -0.80 -0.05 -0.08 -0.75
N 0.525 0.024 -0.071 1.05 0.84 0.70 -0.23
H -2.288 -0.942 -0.413 -0.53 1.36 0.85 0.31
C -0.617 0.077 -0.134 2.41 0.03 0.70 0.63
H -2.436 0.984 -0.403 0.01 -1.38 0.67 0.31
H 2.446 0.607 1.000 -0.91 -0.72 -0.74 0.27
```
Positions in Å, forces in eV/Å.

Output
Energy relative to the best compared isomer or geometry (same formula, charge and spin) in kJ/mol: 41.82
Kohn-Sham gap in eV: 14.21
LUMO level in eV: -3.791
2S+1: 1
Total charge: +1
Structure (SMILES): CC#[N+]C


Entry 2:
This record from the Open Molecules 2025 dataset describes a 2-piece molecular cluster, C5H10O overall. The level of theory is ωB97M-V/def2-TZVPD.

```
16
Properties=species:S:1:pos:R:3:forces:R:3:nbo_charge:R:1
C -1.123 0.587 0.688 -0.14 -0.18 -0.27 -0.39
C -0.729 -1.692 -0.302 -0.12 -0.08 0.02 -0.67
H -0.049 -2.101 -1.057 -0.17 0.17 0.11 0.23
H 2.534 -0.691 0.429 0.31 0.10 -0.14 0.21
H 2.414 0.915 -0.414 0.31 -0.14 0.02 0.22
C -0.803 -0.199 -0.347 -0.56 0.13 0.13 -0.04
H 1.735 -0.550 -1.163 0.01 0.12 0.26 0.20
H 1.022 0.181 0.322 0.63 -0.14 -0.21 0.22
H -1.727 -2.092 -0.496 0.04 -0.15 -0.01 0.24
C 1.939 -0.043 -0.213 0.27 0.08 0.09 -0.86
O -0.392 2.575 -0.379 -0.27 -0.13 0.35 -0.54
C -0.961 2.045 0.555 -0.02 0.13 -0.20 0.40
H -1.370 0.169 1.662 -0.06 0.12 -0.11 0.21
H -0.538 0.304 -1.278 -0.14 -0.11 0.16 0.23
H -0.397 -2.049 0.679 -0.15 0.08 -0.14 0.22
H -1.367 2.659 1.383 0.06 -0.01 -0.07 0.11
```
Positions in Å, forces in eV/Å.

Output
Energy relative to the best compared isomer or geometry (same formula, charge and spin) in kJ/mol: 155.61
Kohn-Sham gap in eV: 9.98
LUMO level in eV: 0.289
2S+1: 1
Total charge: 0
Structure (SMILES): C/C=C/C=O.C


Entry 3:
This record from the Open Molecules 2025 dataset describes C12H32N6OS2V as an isolated structure. The level of theory is ωB97M-V/def2-TZVPD.

```
54
Properties=species:S:1:pos:R:3:forces:R:3:lowdin_spin:R:1
H -0.002 -0.864 2.212 0.08 -0.04 -0.10 0.00
H 4.442 0.708 5.485 -0.01 0.00 -0.01 0.00
H -3.094 3.064 -1.230 -0.02 -0.03 0.00 0.00
H 2.325 -1.772 0.692 0.21 -0.27 0.10 0.00
S 2.068 0.257 1.615 -0.26 0.55 0.19 0.01
C 1.045 -3.442 -1.983 0.04 -0.05 -0.05 0.00
C 1.708 -0.579 -2.420 0.04 -0.05 -0.03 0.00
H -2.294 -0.396 3.193 0.02 0.00 -0.01 0.00
N -1.015 -1.999 -1.488 -0.01 0.07 0.01 0.02
H -0.146 -0.569 -3.542 -0.01 0.00 0.02 0.00
C -1.322 1.306 2.303 -0.05 -0.01 0.11 0.00
N -1.792 1.414 -1.681 -0.05 -0.03 0.10 0.02
C 4.393 -0.095 4.759 0.06 -0.02 0.07 0.00
H -1.843 -1.755 -2.030 -0.02 0.01 0.04 0.01
H 3.495 -1.083 -1.278 -0.02 0.01 0.03 0.00
H -3.334 1.608 -0.271 0.00 0.03 0.02 0.00
H -1.323 -2.815 -0.959 0.02 0.03 0.03 0.00
H 0.124 2.093 1.123 0.01 0.02 -0.01 0.00
H -2.214 3.384 1.060 0.02 0.03 -0.02 0.00
S 3.899 -1.900 2.451 0.16 -0.02 0.25 0.00
H -0.952 3.529 -0.148 0.00 -0.02 -0.01 0.00
H -1.151 2.031 -2.177 0.01 -0.07 -0.04 0.00
C 0.621 -1.283 -3.228 0.03 -0.01 -0.02 0.00
H 0.582 -4.251 -1.408 -0.01 0.01 0.02 0.00
H 1.609 -3.294 0.758 0.07 0.04 0.05 0.00
H -0.585 -3.044 -3.258 0.01 0.03 -0.01 0.00
H -2.772 -0.116 1.530 -0.02 0.03 0.03 0.00
H 1.836 0.372 -0.588 0.00 -0.06 0.03 0.00
C 2.755 -1.578 -1.910 -0.05 0.00 -0.02 0.00
H -0.471 1.284 2.985 -0.02 0.03 0.02 0.00
C 2.205 -2.819 -1.212 0.06 0.03 0.00 0.00
O 3.438 0.349 3.770 0.06 -0.03 0.08 0.00
H 3.296 -1.938 -2.788 0.02 0.02 0.00 0.00
H 4.046 -1.019 5.218 0.00 0.01 -0.01 0.00
H 0.845 -1.993 0.026 -0.16 -0.08 0.51 0.01
H -2.061 2.001 2.704 0.00 -0.01 0.00 0.00
N 1.735 -2.472 0.167 -0.36 0.24 -0.53 0.01
C -0.018 -2.473 -2.520 0.00 -0.01 -0.07 0.00
H -2.421 1.062 -2.399 0.02 -0.01 0.00 0.00
H 5.360 -0.259 4.290 -0.01 0.01 0.00 0.00
H 1.474 -3.927 -2.863 0.00 -0.02 0.01 0.00
H 1.074 -1.653 -4.150 0.01 0.00 -0.01 0.00
H 1.037 1.204 -1.707 -0.02 -0.01 -0.01 0.00
V -0.818 -0.036 -0.275 0.54 -0.27 -0.47 2.83
C 3.204 -0.416 2.739 0.03 -0.23 -0.36 0.00
H 3.008 -3.543 -1.084 0.00 0.01 -0.03 0.00
H -1.183 -1.978 1.867 0.08 -0.01 0.00 0.00
C -1.636 2.821 0.325 -0.01 0.13 -0.04 0.00
N -0.829 1.766 0.978 -0.01 -0.22 -0.03 0.01
C -2.573 2.248 -0.726 -0.05 0.10 0.08 0.01
N -0.877 -1.024 1.702 -0.22 0.02 -0.03 0.01
C -1.912 -0.091 2.218 -0.12 0.07 0.11 0.01
H 2.239 0.095 -3.093 0.00 -0.03 -0.01 0.00
N 1.127 0.264 -1.326 -0.10 0.11 0.02 0.01
```
Positions in Å, forces in eV/Å.

Output
Energy relative to the best compared isomer or geometry (same formula, charge and spin) in kJ/mol: 15.23
Kohn-Sham gap (alpha / beta) in eV: 7.14 / 6.98
LUMO level (alpha / beta) in eV: -5.791 / -5.955
2S+1: 4
Total charge: +2


Entry 4:
This record from the Open Molecules 2025 dataset describes a 2-piece molecular cluster, C3H7S overall. The level of theory is ωB97M-V/def2-TZVPD.

```
11
Properties=species:S:1:pos:R:3:forces:R:3:nbo_charge:R:1
C -2.215 -1.023 -0.271 -0.10 0.01 0.71 -0.21
S 2.931 0.784 0.443 -0.05 -0.03 -0.03 -1.07
C -2.758 0.371 -0.386 0.00 -0.02 0.17 -0.64
H -0.442 -2.156 0.173 -0.39 -0.47 -0.39 0.20
C -0.920 -1.299 -0.284 0.45 0.21 -0.15 -0.37
H 1.695 1.067 -0.002 0.00 0.02 0.01 0.07
H -3.083 0.670 0.618 -0.15 -0.11 -0.06 0.21
H -1.962 1.076 -0.610 -0.03 0.07 -0.47 0.22
H -3.627 0.470 -1.038 0.15 0.09 -0.16 0.20
H -0.197 -0.604 -0.696 0.00 0.32 0.29 0.21
H -2.935 -1.757 0.087 0.12 -0.08 0.08 0.17
```
Positions in Å, forces in eV/Å.

Output
Energy relative to the best compared isomer or geometry (same formula, charge and spin) in kJ/mol: 79.16
Kohn-Sham gap in eV: 5.94
LUMO level in eV: 3.554
2S+1: 1
Total charge: -1


Q: What is the total charge in the second record?
A: 0